88
Properties=species:S:1:pos:R:3:forces:R:3 method="wB97M-V/def2-TZVPD" max_force_ev_per_a=2.0 charge=-1
C -3.2262 2.9993 3.0033 -1.94 -0.03 0.25
H 2.0623 0.1477 -2.9480 -0.15 0.00 0.00
H -2.0138 0.9607 2.2428 -0.13 -0.64 0.04
H -6.7512 -0.0642 3.7291 -0.42 -0.49 -0.27
H -0.7436 -6.2852 -0.9901 -0.39 -0.12 -0.03
O -2.8962 1.1314 -2.8363 0.12 -0.12 0.08
H -6.9212 0.0094 1.9465 -0.09 0.00 -0.08
H 5.0919 3.4336 -1.4136 -0.73 0.31 -0.08
H -0.8873 -2.0589 -0.5025 0.04 0.24 -0.31
C -1.1653 -2.8196 -1.2421 0.14 -0.88 1.15
H -3.6447 1.5915 4.5191 -0.28 -0.30 -0.05
C 1.5288 -3.3702 2.8473 0.00 -1.02 -0.57
H 1.8804 -3.2911 1.8111 -0.32 0.55 -0.14
F -0.1370 1.9548 0.9180 -0.58 0.08 -0.46
N 4.3170 -0.8028 3.2835 -0.19 -0.21 -0.18
O -0.3792 -2.7514 -2.4019 0.05 0.08 -0.10
N -2.2195 0.7597 3.2260 0.04 0.44 -0.56
H 2.4050 1.5855 -2.3008 -0.26 -0.10 0.11
H 2.4744 0.5504 0.3396 -0.20 0.07 -0.07
H -4.1938 3.5135 3.0934 0.05 0.03 -0.12
H 1.7186 -4.4291 3.0480 0.22 0.14 0.58
H -2.9508 3.0781 1.9534 0.52 0.04 0.11
H 1.8111 1.8042 -0.2113 -0.06 -0.03 0.28
N 2.1246 1.1358 -3.1710 0.17 0.49 0.09
H -2.2368 -2.6829 -1.4412 -0.05 -0.15 -0.28
H 3.2586 -0.3384 -5.4829 -0.49 -0.14 0.00
C 2.9365 0.7014 -5.4902 -0.30 0.73 0.07
H 5.9797 3.3087 -2.8911 -0.12 -0.09 -0.36
C -6.9197 0.5978 2.8669 1.09 -0.85 0.87
C 3.2160 1.3576 -4.1073 0.42 -0.91 -1.64
C -0.7184 -1.6683 -3.2234 0.04 0.95 -0.33
O -0.8883 3.5462 -1.5793 0.02 -0.02 -0.06
O 2.6778 1.4186 -0.0270 0.22 0.00 -0.19
H -1.7019 -3.5977 1.2058 0.12 -0.55 0.15
H -4.6576 -0.2055 3.1503 0.17 0.11 0.40
H -1.7828 -1.6650 -3.4835 0.02 -0.16 -0.11
H 1.1141 -1.0028 4.4116 -0.15 0.05 -0.10
H 1.5174 -0.9419 2.6819 0.10 0.23 0.00
H 1.8871 0.8389 -5.7601 -0.08 -0.44 0.08
H 3.8029 1.7730 3.6830 0.37 -0.52 0.24
H 2.6493 3.3754 -4.7089 -0.35 -0.19 0.50
H -1.9841 1.2263 -3.1572 -0.30 0.06 -0.02
H -1.4318 1.2697 3.6252 -0.21 -0.14 0.54
H -7.8982 1.0413 3.0319 0.28 0.74 -0.24
O -1.7894 -2.0573 2.2721 -0.07 0.12 0.09
H -2.1107 -1.3997 2.9129 0.18 0.16 -0.24
H -2.5994 3.5184 3.7262 0.55 -0.11 -0.38
C -0.8931 -4.1869 -0.5599 0.69 -0.20 0.24
F -2.0505 0.7482 0.2479 0.49 0.13 0.11
F 0.0004 -0.2824 0.7784 -0.49 -0.28 0.29
H 0.4451 -3.2647 2.9209 0.00 0.47 -0.08
H -0.5631 2.8119 -1.0411 -0.10 0.39 -0.18
H 0.3716 1.8389 -3.6794 -0.08 -0.05 -0.24
H 4.2403 3.0131 -5.1183 0.37 -0.53 0.22
H 3.4923 1.1697 -6.3071 0.23 0.15 0.23
H -1.0454 3.1406 -2.4461 0.05 0.19 0.15
H -2.8130 1.1079 -1.8735 0.05 0.00 -0.11
H -0.1039 -1.6945 -4.1252 -0.11 -0.36 -0.07
O -0.4673 2.0998 -4.1344 0.34 -0.15 0.23
H 2.5866 1.2473 2.5971 -0.24 -0.31 0.08
C 5.0155 3.0529 -2.4304 0.50 -1.02 -0.35
H -0.1656 -5.2622 -2.2911 0.01 0.10 0.02
C -0.9451 -5.3649 -1.5353 0.33 0.61 -0.04
C 2.9290 1.1208 3.6271 -0.46 0.63 0.68
H -1.3548 -1.5276 1.5850 0.01 0.15 0.30
H -4.3931 0.6010 1.6851 0.29 0.56 -0.17
H 2.2108 1.5949 4.3039 -0.26 -0.04 -0.25
H 4.9207 1.9660 -2.3595 0.43 -0.01 0.24
N -1.6876 -4.4623 0.6500 -0.91 0.82 -0.86
H -1.8878 -5.3633 -2.0874 -0.17 -0.34 0.21
C 1.9096 -1.1779 3.6780 -0.17 -0.20 0.01
F -0.2215 0.8570 -1.1277 0.04 0.48 -0.38
C 3.1403 -0.3354 4.0388 0.12 -0.02 -1.10
C -3.4609 1.5472 3.4408 1.46 0.60 0.28
O 2.2746 -2.5524 3.7057 0.11 -0.05 0.53
C 3.5160 2.8427 -4.3043 0.41 -0.09 -0.44
C -4.5716 0.8142 2.7452 -0.84 -0.96 -0.13
H -2.6576 -4.5010 0.3227 0.01 -0.30 0.24
H 4.3468 -1.8192 3.3147 0.00 0.00 0.33
H 4.0490 -0.6413 2.3104 0.38 0.20 0.00
H 0.1199 -4.1516 -0.1416 0.22 0.18 -0.45
H -0.2002 2.3278 -5.0287 -0.09 0.02 0.02
H 4.0906 0.7618 -3.8216 0.39 0.69 0.49
H -0.5169 -0.6801 -2.7854 -0.02 -0.32 0.34
O 3.9110 3.5255 -3.1518 -0.54 1.17 0.86
B -0.6465 0.8487 0.2017 0.71 -0.73 0.40
O -5.8104 1.4776 2.9205 -0.61 0.91 -0.25
H 3.2815 -0.4450 5.1165 0.41 0.13 -0.05

114
Properties=species:S:1:pos:R:3:forces:R:3 method="wB97M-V/def2-TZVPD" max_force_ev_per_a=7.1 charge=0
H -9.2794 -2.2316 -7.4571 0.17 0.10 -0.05
H -5.6722 6.9881 0.8583 0.24 -0.32 -0.09
C -3.7838 2.1056 -6.6267 -0.18 0.30 -0.05
H -7.4489 0.6857 -1.2775 0.27 0.26 0.19
H 8.8543 -6.0142 3.0978 -0.08 0.14 -0.13
N -4.9944 1.4310 0.5998 1.04 0.45 0.76
C 7.7591 -4.2828 2.7328 -0.12 0.16 -0.15
H 6.2181 -1.5779 1.5525 0.44 -0.06 -0.33
H 7.7202 -1.4230 0.6905 -0.29 -0.12 0.11
N 8.5304 -5.3408 2.4242 0.78 -0.86 -0.79
H -4.7882 5.5529 1.2859 -0.01 0.15 -0.12
H -2.1372 0.3445 -7.3317 0.15 -0.28 -0.20
O -0.1587 -0.4202 2.2689 -3.05 -1.10 -1.83
H -0.1457 -2.2686 -8.5452 0.00 0.11 -0.05
H -6.2920 -2.9240 -5.7650 -0.35 0.01 -0.15
O -6.3165 -1.1029 -7.4321 0.28 0.37 0.00
H -5.3144 0.7102 -6.4240 0.01 -0.17 -0.09
H -1.3283 0.6044 -4.9058 0.06 0.16 0.34
C 1.7585 0.5125 2.7086 0.01 -0.46 0.73
N 5.1365 0.9489 7.6345 1.47 -0.33 0.32
N -4.6789 1.3450 -5.9709 -0.65 -0.54 1.16
N -1.0428 0.3929 -3.9586 -0.53 0.66 -0.69
N -7.1890 -2.7838 -6.2115 0.56 -0.80 0.95
H 1.2894 1.3769 11.7965 0.05 0.41 0.00
S -1.6847 -0.2480 3.0086 2.34 -1.37 6.61
N 6.7799 -1.1059 0.8561 -0.28 -0.15 0.52
O 5.0653 0.2892 0.4202 -0.25 0.32 -0.14
C 2.2323 0.6205 1.1404 -1.21 1.23 0.12
C 2.5166 2.7085 10.9059 0.22 -0.14 -0.14
H 2.0387 1.3972 7.0802 0.34 -0.14 0.24
H 2.1578 4.7274 11.2608 0.11 -0.15 -0.09
N 3.4743 -2.7768 -6.7427 1.28 0.96 -0.07
C 6.2090 -0.0782 0.2023 0.35 -0.61 0.43
F -2.7065 3.1203 1.2309 3.05 -3.55 1.05
O -5.8605 -0.5918 0.1158 0.03 -0.06 0.01
O -1.3727 0.1574 4.4949 -1.54 -1.07 -5.75
O 0.2800 -4.8274 5.0276 0.02 -0.16 -0.02
C 2.4201 1.6507 3.7407 -0.18 -0.88 -1.01
H 2.8097 0.8146 8.5257 0.10 0.28 0.01
H -0.2354 -0.3677 -1.7234 0.02 -0.10 -0.13
N -6.7689 1.2582 -0.7945 -1.16 0.27 -0.97
N -0.0509 -1.0045 -2.4801 0.58 -0.74 0.95
H 6.6095 1.2900 -1.2260 0.21 -0.31 0.18
H -1.6456 -5.3350 6.4871 0.05 0.42 -0.04
H -2.0430 -3.6830 6.8572 0.13 -0.12 -0.12
O -0.1725 -1.5636 -4.6593 0.21 -0.54 -0.67
H 2.0659 2.7024 3.3067 0.71 -2.35 0.61
H 8.7919 -5.4525 1.4534 -0.10 -0.01 0.39
H -3.1381 2.5104 -8.4952 -0.18 -0.33 0.09
N -1.5578 -0.4380 -7.6065 -0.49 0.43 1.21
O 7.3776 -3.4779 1.8978 0.02 0.05 -0.09
N 7.0009 0.5118 -0.7113 0.34 1.07 -1.14
O -1.6224 0.2677 -9.7452 -0.09 0.23 -0.30
H -3.6807 4.3751 -0.3552 0.07 0.18 -0.13
H 1.2362 -2.9591 -5.6546 -0.19 0.05 0.08
H -1.2449 1.0547 -3.2284 0.03 -0.11 -0.17
N -0.2129 -2.6782 5.4906 0.51 0.99 -0.31
H -6.7956 2.2564 -0.9171 0.02 -0.16 0.02
O -5.1574 6.9113 -1.5552 0.00 -0.06 0.11
H -1.2532 -1.0907 -6.9041 0.09 0.02 0.02
C -0.4071 -0.7753 -3.7570 -0.13 0.35 0.18
H -7.9620 -3.3723 -5.9502 0.16 0.12 -0.06
H 1.9688 1.5777 4.8183 1.03 -0.19 -2.39
H -4.4161 1.3322 -8.4522 0.13 -0.02 0.08
F -0.6495 2.5518 2.2986 -3.98 -2.48 -2.95
H 7.9451 0.2236 -0.9049 -0.22 0.03 0.07
H -0.2081 -1.7070 -10.1896 -0.09 0.02 0.41
H -3.7431 4.9367 -1.9996 -0.06 0.03 0.33
H -0.7772 -1.9845 5.9514 0.11 -0.03 -0.19
C -1.7939 1.9625 1.5625 -1.04 1.72 -0.70
H 3.6007 1.6086 3.7391 -2.77 0.13 0.02
C 4.0478 1.2926 6.9229 -0.16 0.10 -0.13
N 2.7221 4.0337 10.8000 0.61 1.12 -0.40
H 4.3584 -2.8020 -7.2338 -0.38 0.03 0.21
H 6.8628 -3.4011 4.3113 0.20 -0.34 -0.05
H 1.6004 -0.0113 0.3854 0.98 1.06 1.74
H 3.3642 0.3405 0.9733 -2.26 0.57 0.88
H 7.7468 -4.8363 4.7389 -0.08 0.12 -0.15
N 1.4786 2.3650 11.6899 -0.94 -0.85 0.65
N 7.4422 -4.1836 4.0365 -0.53 0.54 1.12
H -8.5865 -0.9376 -8.3893 0.01 -0.30 0.26
N -8.4833 -1.6631 -7.6920 -1.02 0.53 -0.83
H -4.3034 0.9922 1.1942 -0.41 0.22 -0.25
N 2.8827 1.1494 7.5798 -1.32 -0.13 -0.11
O 4.1121 1.7012 5.7742 0.53 0.25 0.23
C -1.2409 -0.5372 -8.9102 -0.22 0.40 -0.18
C 2.6341 -3.8086 -6.9409 -0.05 -0.68 -0.35
N -3.7964 1.9560 -7.9636 0.33 0.29 -1.06
C -4.7759 6.1065 -0.7202 -0.27 0.71 -0.78
H -4.9895 2.4323 0.5022 -0.06 -0.23 -0.01
N -5.0928 6.2056 0.5835 -0.65 0.43 1.42
F -1.4017 1.4005 0.2166 -0.97 1.99 4.91
H 2.0946 1.7661 0.8342 0.42 -2.42 0.58
N 0.8454 -0.4280 3.2016 3.98 5.19 -0.06
N -1.4564 -4.3469 6.3805 -1.16 -0.92 0.87
H 0.8920 3.0289 12.1666 0.12 -0.13 -0.10
O -2.6113 1.0166 2.3382 3.84 3.92 -3.00
H 0.5586 -2.3768 4.9097 -0.29 0.12 0.14
H 3.4936 4.3351 10.2191 -0.30 -0.08 0.20
H -4.7023 1.4274 -4.9628 0.00 -0.03 -0.43
N -4.0046 5.0485 -1.0288 0.72 -1.16 -0.75
H 5.1037 0.6104 8.5814 -0.10 0.16 -0.09
N 1.4748 -3.7232 -6.2639 -1.23 -0.26 0.34
C -0.4184 -4.0034 5.5966 0.64 -0.20 -0.45
O 3.2151 1.8845 10.3369 0.20 -0.30 0.00
H 6.0340 1.0417 7.1769 -0.38 -0.03 0.20
H 0.8139 -4.4794 -6.3850 0.29 0.29 0.10
C -5.8737 0.6217 -0.0177 -0.05 -0.77 0.07
H 0.4301 -1.8729 -2.2850 -0.19 0.34 0.01
C -7.2688 -1.8051 -7.1311 0.27 0.16 -0.05
N -0.4696 -1.5952 -9.2188 0.78 -0.97 -0.82
H 3.2714 -1.9958 -6.1418 -0.03 -0.15 -0.11
O 2.9021 -4.7463 -7.6754 0.11 -0.12 -0.17
O -3.0220 2.8695 -6.0551 0.52 0.19 0.39

Lowest unoccupied orbital energy (eV)
2.511; -0.495
Relative energy (zero: lowest compared OMol25 entry of this formula, charge and spin) (eV)
0.081; 5.538
HOMO (hartree)
-0.2491; -0.3306